1.
{"formula": "C48H114BF4N7O18Ti", "method": "the ωB97M-V functional and the def2-TZVPD basis", "charge": 5, "total_energy_ev": -133519.2391, "max_force_ha_per_bohr": 0.1644, "de_lowest_ev": 0.000, "gap_ev": [4.976, 6.298], "multiplicity": 4, "symbols": ["Ti", "C", "C", "C", "O", "C", "C", "C", "O", "O", "O", "H", "H", "C", "O", "C", "C", "N", "H", "H", "C", "C", "O", "C", "H", "H", "H", "H", "H", "H", "H", "H", "H", "H", "H", "H", "H", "H", "C", "O", "C", "C", "N", "H", "H", "C", "C", "O", "C", "H", "H", "H", "H", "H", "H", "H", "H", "H", "H", "H", "H", "H", "H", "C", "O", "C", "C", "N", "H", "H", "C", "C", "O", "C", "H", "H", "H", "H", "H", "H", "H", "H", "H", "H", "H", "H", "H", "H", "C", "O", "C", "C", "N", "H", "H", "C", "C", "O", "C", "H", "H", "H", "H", "H", "H", "H", "H", "H", "H", "H", "H", "H", "H", "C", "O", "C", "C", "N", "H", "H", "C", "C", "O", "C", "H", "H", "H", "H", "H", "H", "H", "H", "H", "H", "H", "H", "H", "H", "C", "O", "C", "C", "N", "H", "H", "C", "C", "O", "C", "H", "H", "H", "H", "H", "H", "H", "H", "H", "H", "H", "H", "H", "H", "C", "O", "C", "C", "N", "H", "H", "C", "C", "O", "C", "H", "H", "H", "H", "H", "H", "H", "H", "H", "H", "H", "H", "H", "H", "B", "F", "F", "F", "F"], "xyz": [[7.13252, 15.76015, 11.42035], [11.49099, 15.85456, 11.94769], [10.06710, 15.92452, 11.89596], [9.38528, 17.36438, 12.01804], [8.22458, 17.58676, 11.70897], [10.19454, 18.49585, 12.43636], [11.56606, 18.36783, 12.44534], [12.22998, 17.00715, 12.09845], [13.50930, 16.71403, 12.21587], [12.16788, 19.47223, 12.72476], [9.32637, 15.03981, 11.49337], [11.94966, 14.89565, 11.75660], [9.68159, 19.43004, 12.61121], [9.29013, 22.23102, 16.55753], [10.36932, 22.70198, 15.76292], [10.36188, 22.04958, 14.47797], [11.00845, 22.85469, 13.34713], [12.38770, 22.35527, 13.07069], [12.45082, 21.36906, 12.86212], [12.58828, 22.82236, 12.19794], [13.41944, 22.89133, 14.12817], [14.82166, 22.41350, 13.56617], [14.95920, 21.06264, 13.00260], [16.27625, 20.69098, 12.45644], [9.32173, 22.62689, 17.57260], [9.41346, 21.17108, 16.77980], [8.27270, 22.39404, 16.20204], [9.36023, 21.85289, 14.09571], [10.90975, 21.10771, 14.50657], [10.98799, 23.92240, 13.56551], [10.53490, 22.72484, 12.37400], [13.06415, 22.44739, 15.05811], [13.22959, 23.96465, 14.12307], [15.61357, 22.61352, 14.28796], [15.13219, 22.99813, 12.70022], [16.60779, 21.53294, 11.84875], [16.06517, 19.75832, 11.93330], [16.98911, 20.44863, 13.24460], [13.26676, 12.64731, 13.38668], [12.02304, 12.09859, 13.71604], [11.23772, 13.14910, 14.45948], [9.75918, 12.79791, 14.46548], [9.35896, 12.46019, 13.02928], [9.20979, 13.28422, 12.46464], [10.13074, 11.91238, 12.67662], [7.96380, 11.81254, 13.06248], [7.39604, 11.60224, 11.64176], [7.76351, 12.73726, 10.90677], [7.14325, 12.63054, 9.60577], [13.36805, 13.71577, 13.19629], [13.90386, 11.96901, 12.81913], [13.74123, 12.58150, 14.36579], [11.43058, 14.15491, 14.08633], [11.66512, 13.27508, 15.45424], [9.10544, 13.62035, 14.75585], [9.62844, 11.88119, 15.04049], [7.24270, 12.44841, 13.57608], [8.05324, 10.87288, 13.60759], [6.30877, 11.52709, 11.62460], [7.71717, 10.63080, 11.26590], [7.57374, 13.28131, 8.84466], [6.06238, 12.76299, 9.65343], [7.34360, 11.65906, 9.15390], [12.65745, 20.01370, 17.94830], [13.09548, 18.96520, 17.05748], [13.49043, 19.55584, 15.83447], [14.12051, 18.50863, 14.96640], [15.37886, 17.94314, 15.67396], [16.07136, 18.54647, 16.09412], [15.04281, 17.38909, 16.44869], [16.19271, 17.08212, 14.67748], [17.52059, 16.55854, 15.30186], [18.49838, 17.39933, 14.88920], [19.74480, 17.25081, 15.50729], [13.48785, 20.70098, 18.11006], [12.35900, 19.56561, 18.89606], [11.71747, 20.42677, 17.58235], [14.18478, 20.36426, 16.06345], [12.59653, 19.85731, 15.28843], [14.42448, 19.04749, 14.06900], [13.34844, 17.76339, 14.77506], [15.50911, 16.30563, 14.33416], [16.32617, 17.59443, 13.72468], [17.83682, 15.56805, 14.97468], [17.41121, 16.60113, 16.38552], [20.48267, 17.97200, 15.15582], [20.13981, 16.26419, 15.26515], [19.74213, 17.14484, 16.59212], [5.64462, 18.19354, 19.59607], [6.11860, 17.03968, 18.92486], [6.86797, 17.16211, 17.74410], [7.35770, 15.74624, 17.53245], [8.16902, 15.20351, 18.65587], [7.55784, 15.25221, 19.45848], [8.37081, 14.22742, 18.49269], [9.45281, 15.96038, 19.06192], [10.38072, 16.27920, 17.85546], [9.75946, 17.19208, 16.97686], [10.53155, 17.45206, 15.80908], [6.26520, 19.06608, 19.39195], [5.70325, 18.10937, 20.68123], [4.67698, 18.58741, 19.28517], [7.71134, 17.84753, 17.82797], [6.20857, 17.50451, 16.94657], [7.94050, 15.58897, 16.62486], [6.42977, 15.18622, 17.41661], [9.92350, 15.20904, 19.69598], [9.13240, 16.81972, 19.65096], [10.56994, 15.35143, 17.31551], [11.29512, 16.72375, 18.24834], [10.38264, 16.65131, 15.08470], [11.61776, 17.42998, 15.89715], [10.19492, 18.38217, 15.35119], [15.78045, 14.52014, 11.30973], [17.17501, 14.21777, 11.06741], [17.94511, 15.01914, 11.93746], [19.44160, 14.53187, 11.82961], [19.90361, 14.83538, 10.33211], [20.55965, 14.14477, 9.99627], [19.16462, 14.77894, 9.64596], [20.36394, 16.26383, 10.13718], [21.87728, 16.38902, 10.48803], [22.56349, 15.46058, 9.63795], [23.97072, 15.80281, 9.46499], [15.24324, 13.91312, 10.58102], [15.70323, 15.59714, 11.16071], [15.34342, 14.34246, 12.29235], [17.61862, 14.77554, 12.94848], [17.83127, 16.09983, 11.85235], [19.45419, 13.44389, 11.89483], [20.11566, 15.05385, 12.50879], [19.73846, 16.88863, 10.77474], [20.21185, 16.45285, 9.07452], [22.14684, 16.20321, 11.52770], [22.07922, 17.44776, 10.32561], [24.37894, 15.19237, 8.65950], [24.55538, 15.64660, 10.37155], [24.06348, 16.85586, 9.19931], [10.45720, 21.23027, 9.70323], [9.03223, 21.15623, 9.66064], [8.60078, 19.93766, 9.18791], [7.01083, 19.93567, 9.32670], [6.58013, 19.75304, 10.80862], [5.57124, 19.73465, 10.85228], [7.00817, 18.91322, 11.17136], [6.94203, 20.96070, 11.72612], [6.15106, 20.80837, 13.03150], [6.47947, 19.49059, 13.51814], [7.40517, 19.37680, 14.56672], [10.72968, 22.26729, 9.89931], [11.01026, 20.87276, 8.83466], [10.74818, 20.67186, 10.59295], [9.04283, 19.10369, 9.73305], [8.86167, 19.79410, 8.13937], [6.46659, 19.15302, 8.79815], [6.50322, 20.85845, 9.04582], [6.62723, 21.78170, 11.08194], [8.03172, 20.94355, 11.70655], [5.06958, 20.85096, 12.90226], [6.38496, 21.59634, 13.74738], [8.34315, 19.91911, 14.44755], [7.59566, 18.33656, 14.83075], [6.96447, 19.81024, 15.46450], [11.46022, 18.39461, 6.83333], [10.99683, 17.10607, 6.94162], [10.43817, 16.77950, 8.18510], [10.11120, 15.29830, 8.11194], [11.34680, 14.42992, 7.65716], [11.06113, 13.61155, 7.13873], [11.87482, 15.05447, 7.06450], [12.24490, 13.97088, 8.81494], [11.64618, 12.78231, 9.53191], [11.30432, 11.70621, 8.71487], [10.53192, 10.64770, 9.24656], [11.80367, 18.70735, 5.84726], [12.10159, 18.66213, 7.67308], [10.59820, 19.05583, 6.92168], [9.49678, 17.31901, 8.28916], [11.04789, 16.94829, 9.07271], [9.38193, 15.02212, 7.35037], [9.67092, 14.94868, 9.04575], [12.52833, 14.82799, 9.42578], [13.13310, 13.64218, 8.27534], [10.65306, 13.03473, 9.90353], [12.28272, 12.32347, 10.28847], [9.54963, 11.05146, 9.49188], [11.02733, 10.06815, 10.02552], [10.40570, 9.81614, 8.55325], [5.23022, 16.12863, 9.65524], [6.01592, 15.30656, 8.89885], [4.55017, 15.29172, 10.52275], [5.91323, 17.10201, 10.35790], [4.30740, 16.66706, 8.80728]]}

2.
{"formula": "C48H114N6O6S3", "method": "the ωB97M-V functional and the def2-TZVPD basis", "total_energy_ev": -105348.5012, "max_force_ha_per_bohr": 0.0627, "de_lowest_ev": 1.167, "smiles": "O=S1(=O)CCCC1.O=S1(=O)CCCC1.O=S1(=O)CCCC1.CCN(CC)CC.CCN(CC)CC.CCN(CC)CC.CCN(CC)CC.CCN(CC)CC.CCN(CC)CC", "gap_ev": 8.003, "symbols": ["C", "C", "N", "C", "C", "C", "C", "H", "H", "H", "H", "H", "H", "H", "H", "H", "H", "H", "H", "H", "H", "H", "C", "C", "N", "C", "C", "C", "C", "H", "H", "H", "H", "H", "H", "H", "H", "H", "H", "H", "H", "H", "H", "H", "C", "C", "N", "C", "C", "C", "C", "H", "H", "H", "H", "H", "H", "H", "H", "H", "H", "H", "H", "H", "H", "H", "C", "C", "N", "C", "C", "C", "C", "H", "H", "H", "H", "H", "H", "H", "H", "H", "H", "H", "H", "H", "H", "H", "C", "C", "N", "C", "C", "C", "C", "H", "H", "H", "H", "H", "H", "H", "H", "H", "H", "H", "H", "H", "H", "H", "C", "C", "N", "C", "C", "C", "C", "H", "H", "H", "H", "H", "H", "H", "H", "H", "H", "H", "H", "H", "H", "H", "C", "C", "C", "S", "O", "O", "C", "H", "H", "H", "H", "H", "H", "H", "H", "C", "C", "C", "S", "O", "O", "C", "H", "H", "H", "H", "H", "H", "H", "H", "C", "C", "C", "S", "O", "O", "C", "H", "H", "H", "H", "H", "H", "H", "H"], "xyz": [[-1.66804, -0.18946, 0.35266], [-0.55295, -1.08706, -0.08777], [0.52814, -0.35588, -0.73365], [1.25204, -1.32827, -1.64093], [2.10532, -2.36061, -0.84244], [1.44521, 0.41231, 0.17030], [2.30281, 1.41046, -0.62822], [-1.40153, 0.25892, 1.30974], [-2.62185, -0.68342, 0.53804], [-1.86586, 0.67580, -0.28004], [-0.24816, -1.78017, 0.69633], [-0.96696, -1.85287, -0.74370], [0.56229, -1.89514, -2.26624], [1.92781, -0.77044, -2.28922], [2.50615, -3.09906, -1.53681], [2.99849, -1.87515, -0.44915], [1.66939, -2.84012, 0.03400], [2.09137, -0.29874, 0.68507], [0.90549, 1.02171, 0.89516], [1.68953, 2.14328, -1.15260], [2.98265, 0.96268, -1.35308], [3.00363, 1.94173, 0.01574], [2.03605, 7.13636, 3.05989], [1.14027, 8.20529, 2.50547], [-0.22878, 7.71361, 2.35450], [-1.16729, 8.80266, 2.21066], [-1.07344, 9.61345, 0.91112], [-0.41752, 6.69098, 1.31832], [-1.68247, 5.95801, 1.67353], [2.58841, 6.44439, 2.42414], [1.46235, 6.66326, 3.85683], [2.84856, 7.67765, 3.54459], [1.19270, 8.96508, 3.28527], [1.59882, 8.61338, 1.60475], [-2.18301, 8.44364, 2.37657], [-0.85707, 9.40105, 3.06727], [-0.10502, 9.61931, 0.41088], [-1.72789, 9.14628, 0.17523], [-1.28583, 10.67603, 1.02909], [0.43008, 6.01941, 1.45491], [-0.55263, 7.12547, 0.32783], [-1.60195, 5.47830, 2.64898], [-1.60206, 5.12210, 0.97864], [-2.53337, 6.61636, 1.49845], [7.07032, 2.47992, -5.50121], [7.99343, 1.48990, -6.24394], [8.39201, 1.96646, -7.62879], [7.31560, 2.25158, -8.58260], [6.49765, 1.06064, -9.07020], [9.62265, 1.29656, -8.21603], [10.27523, 2.02071, -9.37720], [7.45642, 3.48398, -5.32541], [6.88975, 2.07512, -4.50541], [6.09223, 2.59819, -5.96752], [8.87657, 1.16794, -5.69211], [7.39054, 0.58904, -6.35819], [6.70689, 2.95209, -8.01088], [7.74473, 2.75085, -9.45131], [6.04402, 0.46730, -8.27630], [5.72634, 1.44589, -9.73711], [7.15911, 0.42424, -9.65806], [9.52677, 0.23461, -8.44227], [10.43540, 1.33559, -7.49078], [10.38585, 3.06692, -9.09202], [9.60112, 1.98742, -10.23310], [11.22276, 1.63311, -9.75146], [7.01362, -4.44090, -6.29036], [7.06163, -4.54601, -4.73648], [8.20078, -5.36177, -4.28334], [9.45394, -4.57710, -4.25449], [10.74188, -5.47738, -4.16772], [7.99964, -5.94269, -2.98859], [7.12574, -7.26874, -3.17821], [6.08386, -3.89880, -6.46293], [6.93233, -5.44122, -6.71560], [7.88483, -3.95283, -6.72723], [6.98671, -3.49927, -4.44179], [6.13179, -5.06120, -4.49550], [9.39680, -3.82212, -3.47037], [9.58181, -4.00628, -5.17422], [11.60992, -4.95739, -4.57295], [10.71202, -6.41729, -4.71889], [10.90710, -5.81985, -3.14619], [8.91937, -6.24763, -2.48938], [7.62087, -5.20470, -2.28148], [6.06671, -7.10036, -3.37363], [7.57621, -7.84757, -3.98453], [7.17859, -7.74643, -2.19988], [-5.11407, -6.06010, 8.02449], [-6.26853, -6.28944, 7.07839], [-7.11048, -5.08803, 6.92720], [-8.40944, -5.33796, 6.36883], [-9.28425, -6.13078, 7.37536], [-6.38505, -3.99838, 6.20418], [-6.18356, -4.23363, 4.70318], [-4.44123, -5.24536, 7.75694], [-4.56542, -6.95332, 8.32321], [-5.53392, -5.77892, 8.99029], [-5.89474, -6.56840, 6.09321], [-6.78660, -7.14923, 7.50319], [-8.98513, -4.42404, 6.22245], [-8.40885, -5.83079, 5.39660], [-10.24012, -6.20093, 6.85624], [-8.97470, -7.17126, 7.47381], [-9.33688, -5.68772, 8.36986], [-5.44530, -3.79088, 6.71594], [-6.98048, -3.12321, 6.46425], [-5.85930, -5.25719, 4.51535], [-5.33575, -3.59692, 4.45036], [-7.03336, -3.99380, 4.06410], [0.33902, -2.06376, 7.94609], [-0.27988, -1.20877, 6.86618], [0.51596, 0.08338, 6.80857], [1.80288, -0.18266, 6.09152], [2.28833, 1.15354, 5.52771], [0.72337, 0.77907, 8.11439], [-0.61494, 1.31607, 8.57999], [0.10409, -1.64940, 8.92651], [1.42784, -2.01488, 7.93253], [0.07541, -3.11413, 7.82236], [-0.26086, -1.77999, 5.93804], [-1.31399, -0.96565, 7.11039], [2.54652, -0.62259, 6.75602], [1.60412, -0.93065, 5.32399], [1.62222, 1.74554, 4.90007], [2.69338, 1.83192, 6.27861], [3.12853, 0.89809, 4.88202], [1.39817, 1.63492, 8.09866], [1.21054, 0.17804, 8.88221], [-0.49722, 1.90662, 9.48855], [-1.35173, 0.58132, 8.90462], [-1.04062, 1.92999, 7.78628], [-1.82785, 1.90963, -6.42747], [-0.47822, 1.94274, -7.19445], [-0.63180, 1.15086, -8.43793], [-2.33167, 1.67318, -9.11512], [-3.00017, 0.51197, -9.74682], [-2.05924, 2.93650, -9.88167], [-2.95990, 2.02529, -7.43506], [-1.98015, 2.61524, -5.61074], [-1.92220, 0.91171, -5.99930], [0.36847, 1.61088, -6.59352], [-0.29549, 2.99305, -7.42154], [-0.73824, 0.09685, -8.18132], [0.09336, 1.31275, -9.23545], [-3.58339, 1.14169, -7.29850], [-3.54696, 2.93549, -7.55737], [-6.05388, -2.40115, -3.90455], [-6.61301, -3.50671, -2.94666], [-7.97886, -3.06141, -2.48884], [-7.82179, -1.20900, -2.20581], [-7.52261, -0.92719, -0.81646], [-9.00983, -0.62100, -2.86057], [-6.29237, -0.98098, -3.19308], [-6.58699, -2.48109, -4.85190], [-4.98379, -2.60263, -3.95392], [-5.97594, -3.79734, -2.11133], [-6.78702, -4.38280, -3.57140], [-8.36835, -3.70155, -1.69725], [-8.68186, -3.13760, -3.31836], [-5.49071, -0.54962, -2.59361], [-6.43903, -0.11041, -3.83237], [-6.14690, 2.67986, 5.36284], [-7.58051, 2.46941, 4.90637], [-8.43517, 2.52114, 6.17239], [-7.81982, 4.13191, 6.92019], [-7.77222, 4.01781, 8.36068], [-8.49521, 5.26118, 6.23520], [-6.16170, 3.99545, 6.20766], [-5.56614, 2.83788, 4.45407], [-5.87146, 1.75736, 5.87394], [-7.65125, 1.42673, 4.59667], [-7.96597, 3.11959, 4.12102], [-8.17812, 1.66632, 6.79794], [-9.51554, 2.66567, 6.16996], [-5.53183, 3.94210, 7.09564], [-5.88806, 4.93141, 5.72062]]}